[1]
10
Properties=species:S:1:pos:R:3:nbo_charge:R:1 method="wB97M-V/def2-TZVPD" lumo_energy_ev=0.4 e_above_lowest_ev=3.553 largest_force_ev_per_a=5.643 total_charge=0 total_energy_ev=-9315.1481
C -0.749 0.194 -0.004 0.75
C 0.393 -0.696 -0.147 -0.10
C 1.511 0.216 -0.652 -0.11
H -1.637 -1.287 -0.671 0.47
H 0.031 -1.679 -0.338 0.18
H 1.263 1.291 -0.664 0.26
H 2.375 -0.307 -1.064 0.21
O -2.000 -0.530 -0.023 -0.66
O -0.525 1.428 0.175 -0.56
O 1.404 -0.436 0.792 -0.46

[2]
10
Properties=species:S:1:pos:R:3:nbo_charge:R:1 method="wB97M-V/def2-TZVPD" lumo_energy_ev=0.4 e_above_lowest_ev=1.870 largest_force_ev_per_a=1.132 total_charge=0 total_energy_ev=-9316.8308
O 0.511 1.484 -0.045 -0.48
C 1.179 0.480 -0.109 0.42
C 0.485 -0.877 -0.115 -0.21
O -0.783 -0.511 -0.705 -0.52
C -1.415 0.399 0.129 0.66
O -1.441 0.369 1.329 -0.59
H 2.249 0.594 -0.293 0.14
H 1.110 -1.640 -0.622 0.22
H 0.220 -1.271 0.865 0.24
H -1.991 1.071 -0.511 0.13